Below is C27H35Br2N7OSiTi as an isolated structure, with properties calculated with ωB97M-V/def2-TZVPD.

ORCA input file:
```
! wB97M-V def2-TZVPD RIJCOSX def2/J DEFGRID3
* xyz 2 1
Ti 0.00280 0.16540 0.22181
N 1.63889 1.57779 3.09114
C 0.76922 0.61603 3.40708
N 0.61935 0.37302 4.69542
C -0.24472 -0.58462 5.02703
N -0.42499 -0.86625 6.30311
N -0.97052 -1.29810 4.12034
C -0.77185 -0.98624 2.88050
N 0.09233 -0.03880 2.40426
C -1.58247 -1.72321 1.87259
C -2.42518 -2.76079 2.21366
C -3.14163 -3.39320 1.20553
C -2.98928 -2.97738 -0.10895
C -2.11684 -1.94235 -0.38119
N -1.43166 -1.32753 0.59516
H 2.11443 2.03424 3.85242
H 1.86092 1.82066 2.14955
H 0.08814 -0.35796 7.00399
H -1.07482 -1.58361 6.57623
H -2.50929 -3.05328 3.24942
H -3.81200 -4.20776 1.44545
H -3.53053 -3.44958 -0.91603
H -1.94680 -1.58866 -1.39008
C 3.29286 -0.88906 1.98070
C 3.39860 -0.45655 0.55170
C 4.68656 -0.42979 -0.02253
C 4.85860 -0.22352 -1.35795
C 3.72236 -0.09666 -2.18252
C 3.74354 -0.05845 -3.60406
Br 5.38498 -0.00613 -4.52052
C 2.58186 -0.08572 -4.32188
C 1.34093 -0.11582 -3.65748
Br -0.24972 -0.25146 -4.64578
C 1.28498 -0.05740 -2.29052
O 0.13621 -0.04227 -1.57744
C 2.47630 -0.07813 -1.53773
N 2.31079 -0.18961 -0.16798
H 3.91712 -1.77136 2.12123
H 2.27435 -1.15055 2.24852
H 3.66719 -0.12499 2.66115
H 5.53681 -0.61315 0.62025
H 5.84701 -0.21267 -1.79747
H 2.60459 -0.08877 -5.40237
C 0.41754 2.83391 0.32045
Si -1.38634 2.29314 0.01222
C -2.54718 2.78986 1.44770
C -3.97170 2.29600 1.14445
C -2.13762 2.20913 2.80173
C -2.51713 4.32416 1.58026
C -1.96677 2.73129 -1.76313
C -0.78034 2.90838 -2.71879
C -2.77647 4.03542 -1.82295
C -2.83395 1.56170 -2.26173
H 0.51426 3.30208 1.29928
H 0.67225 3.57455 -0.43982
H 1.25390 2.11062 0.20990
H -4.00682 1.20598 1.05389
H -4.38712 2.72251 0.23445
H -4.63424 2.57894 1.96649
H -2.23402 1.12378 2.82448
H -2.80713 2.60792 3.56876
H -1.12068 2.49599 3.08159
H -2.79943 4.84084 0.66558
H -1.53165 4.68145 1.88720
H -3.22678 4.62340 2.35651
H -0.13550 3.74135 -2.43870
H -1.17002 3.13847 -3.71388
H -0.18977 2.00034 -2.80564
H -2.18303 4.89714 -1.51353
H -3.68858 4.01067 -1.23339
H -3.06827 4.20336 -2.86312
H -2.25788 0.63392 -2.31563
H -3.19652 1.77694 -3.27046
H -3.70898 1.39871 -1.62450
*
```

Properties
Orbital gap (alpha / beta) in Eh: 0.2457 / 0.2458
E in eV: -212114.4298

=====

Below is C27H35BrCl2I2N5OSSi2W as an isolated structure, with properties calculated with ωB97M-V/def2-TZVPD.

ORCA input file:
```
! wB97M-V def2-TZVPD RIJCOSX def2/J DEFGRID3
* xyz 1 3
W 0.13641 -0.09398 0.18229
Cl -0.38570 -1.54358 2.23810
C -0.26760 -3.19549 1.66132
C -1.00608 -4.18705 2.26603
C -0.89843 -5.47238 1.75109
C -0.07987 -5.71986 0.66063
C 0.64937 -4.68976 0.08245
Cl 1.64302 -5.02974 -1.29127
C 0.58155 -3.38974 0.58312
S 1.56890 -2.08114 -0.05483
H -1.64826 -3.96437 3.10776
H -1.46065 -6.28068 2.19765
H -0.00014 -6.71562 0.24612
O -3.31954 -4.81184 -2.72956
C -2.62922 -3.80634 -2.19394
C -1.37058 -3.39997 -2.63406
C -0.74769 -2.37066 -1.97980
N -1.27497 -1.69994 -0.93094
C -2.50088 -2.09237 -0.55171
Br -3.36479 -1.17315 0.85143
C -3.20522 -3.12424 -1.12860
H -2.83920 -5.22372 -3.45173
H -0.86966 -3.88804 -3.46033
H 0.24848 -2.07605 -2.27632
H -4.18260 -3.40280 -0.76351
C 2.59512 2.34776 1.94148
Si 2.32823 0.50521 1.69043
C 2.23458 -0.26212 3.38988
C 3.88199 -0.13303 0.87673
C 5.03304 -0.48132 1.58141
C 6.17138 -0.89607 0.90111
C 6.16911 -0.96086 -0.48534
C 5.02653 -0.61330 -1.19526
C 3.87985 -0.19973 -0.51785
Si 2.31941 0.34409 -1.38755
C 2.71747 2.11113 -1.92145
C 2.30518 -0.68442 -2.97576
H 3.65147 2.49398 2.18498
H 1.99578 2.73554 2.76805
H 2.37267 2.94945 1.05919
H 3.12790 0.07177 3.92743
H 2.25628 -1.35189 3.35800
H 1.36696 0.06463 3.96510
H 5.05185 -0.43898 2.66532
H 7.06068 -1.17309 1.45325
H 7.05646 -1.28713 -1.01322
H 5.04073 -0.67371 -2.27819
H 3.75946 2.03939 -2.24822
H 2.69716 2.84078 -1.11193
H 2.14511 2.50019 -2.76549
H 3.12143 -0.29016 -3.58888
H 1.41166 -0.65886 -3.59768
H 2.54698 -1.72478 -2.74604
C -0.46464 2.87931 -1.18937
N -1.14893 3.71845 -2.14260
C -0.85356 3.29109 -3.50657
N -1.28735 1.90678 -3.72163
C -0.58730 1.05953 -2.79141
N -0.84312 1.40526 -1.33591
C -2.36704 1.37021 -1.18406
N -3.04404 2.23573 -2.11424
C -2.59084 3.61619 -1.92029
C -2.72648 1.82070 -3.47828
H -0.73866 3.19316 -0.18873
H 0.61341 2.95438 -1.31165
H 0.21843 3.36612 -3.68997
H -1.37318 3.94173 -4.20916
H 0.47190 1.16476 -2.97360
H -0.88856 0.02421 -2.94369
H -2.60609 1.66831 -0.16443
H -2.68789 0.34853 -1.36422
H -2.82419 3.93243 -0.90451
H -3.11191 4.26428 -2.62410
H -3.24975 2.46517 -4.18356
H -3.05807 0.79065 -3.63068
I -0.71020 1.66286 2.03362
I -3.17215 3.86478 2.05854
*
```

Properties
Orbital gap (alpha / beta) in Eh: 0.2298 / 0.1957
<S²>: 2.077
E in eV: -177765.3202
Relative energy (zero: lowest compared OMol25 entry of this formula, charge and spin) in kJ/mol: 0.0

=====

Below is C27H35BrN4P2Pd as an isolated structure in a non-equilibrium geometry, with properties calculated with ωB97M-V/def2-TZVPD.

ORCA input file:
```
! wB97M-V def2-TZVPD RIJCOSX def2/J DEFGRID3
* xyz 0 3
Pd 0.17635 -2.26936 -5.52117
C -0.81055 1.69645 -0.83490
C -1.41096 1.38719 -1.98191
C -0.87873 1.69229 -3.34723
C 0.38739 0.91125 -3.72519
C 1.70159 1.41101 -3.20086
C 1.92187 2.40258 -2.33197
C 0.92803 3.39312 -1.82700
C 0.09221 2.89280 -0.63627
C 0.85478 -2.84581 -3.60216
H -1.05453 1.10952 0.06897
H -2.34994 0.80810 -1.93071
H -0.80076 2.75778 -3.57712
H -1.65749 1.32194 -4.03807
H 0.21434 -0.12796 -3.41086
H 0.40275 0.89791 -4.82745
H 2.52620 0.80638 -3.61326
H 2.92496 2.49315 -1.91043
H 0.33454 3.85484 -2.61320
H 1.59885 4.16869 -1.43580
H 0.83193 2.73212 0.17029
H -0.51353 3.75846 -0.29324
H 0.73838 -1.95678 -2.97331
H 1.91424 -3.06407 -3.82377
H 0.34789 -3.72159 -3.14753
P 1.44256 -1.31461 -7.01855
P -2.14618 -0.38178 -6.75127
N 2.72511 -0.13954 -7.08383
N 2.10995 -2.58250 -8.01463
N -2.23146 1.29049 -7.52831
N -3.73794 -0.84283 -7.50063
C 0.25003 -0.49234 -8.14739
C -1.13106 -1.14627 -8.08700
C 3.75832 0.06202 -6.16419
C 4.70753 0.90217 -6.72762
C 4.27610 1.19402 -8.06076
C 3.08588 0.53222 -8.26037
C 2.34485 -3.89954 -7.61563
C 2.83524 -4.60851 -8.71259
C 2.91564 -3.68829 -9.81277
C 2.48311 -2.44854 -9.35268
C -2.68431 2.43237 -6.84451
C -2.53947 3.54491 -7.65934
C -2.03243 3.08514 -8.91976
C -1.91681 1.71427 -8.81392
C -4.51700 -0.30786 -8.53696
C -5.43557 -1.26898 -8.95681
C -5.21166 -2.44304 -8.17241
C -4.16601 -2.16413 -7.30644
H 0.62375 -0.54098 -9.17790
H 0.20463 0.55649 -7.81771
H -1.66999 -1.01308 -9.03974
H -1.08800 -2.21825 -7.82547
H 3.71724 -0.42294 -5.19553
H 5.61286 1.28507 -6.28133
H 4.76110 1.80712 -8.80399
H 2.46582 0.47617 -9.14217
H 2.14896 -4.20158 -6.60085
H 3.11711 -5.64228 -8.73830
H 3.25021 -3.87837 -10.81819
H 2.42855 -1.48681 -9.83025
H -3.10852 2.34907 -5.85528
H -2.77297 4.58399 -7.42233
H -1.81750 3.69784 -9.78587
H -1.64419 0.99967 -9.58931
H -4.37467 0.70383 -8.86808
H -6.19119 -1.14036 -9.72933
H -5.76072 -3.37349 -8.22996
H -3.66400 -2.77707 -6.57130
Br -1.54977 -3.98123 -5.21901
*
```

Properties
Orbital gap (alpha / beta) in Eh: 0.2940 / 0.1963
<S²>: 2.006
E in eV: -126623.0313
Relative energy (zero: lowest compared OMol25 entry of this formula, charge and spin) in kJ/mol: 117.6

=====

Below is C27H35Cl3GeN2RuTe as an isolated structure in a non-equilibrium geometry, with properties calculated with ωB97M-V/def2-TZVPD.

ORCA input file:
```
! wB97M-V def2-TZVPD RIJCOSX def2/J DEFGRID3
* xyz 3 6
Ru -0.17226 0.32420 -0.02087
C -1.34841 0.42619 7.11946
C -0.13422 1.08252 6.43891
C 1.15935 0.40435 6.92390
C -0.09624 2.56589 6.81142
C -0.25408 0.87633 4.94011
C -0.33497 -0.41167 4.39987
C -0.44784 -0.58510 3.04113
N -0.48546 0.45421 2.18716
C -0.39137 1.70502 2.68173
C -0.28497 1.93782 4.03351
C -0.38491 2.77932 1.66362
C -0.29622 4.12420 1.93996
C -0.23258 5.06825 0.91459
C -0.27944 4.57766 -0.39974
C -0.39254 3.23227 -0.62575
N -0.44710 2.33647 0.39325
C -0.11170 6.55530 1.17849
C 1.18365 7.06294 0.51832
C -0.07018 6.88273 2.67178
C -1.32404 7.25863 0.54193
H -1.29026 0.59908 8.19394
H -1.37720 -0.65302 6.96063
H -2.28610 0.85430 6.75690
H 1.24750 0.53393 8.00238
H 2.04011 0.84937 6.45544
H 1.16799 -0.66702 6.71632
H -0.02867 2.65683 7.89463
H -1.00302 3.09152 6.49847
H 0.77786 3.07191 6.39235
H -0.30394 -1.28579 5.03621
H -0.52052 -1.57613 2.61098
H -0.20918 2.95126 4.39486
H -0.26021 4.44761 2.96846
H -0.22424 5.24555 -1.24767
H -0.43310 2.83807 -1.63192
H 2.06629 6.58905 0.95354
H 1.26259 8.13770 0.68245
H 1.19462 6.89102 -0.55973
H 0.79737 6.43664 3.16497
H -0.98044 6.56526 3.18883
H 0.00996 7.96198 2.79716
H -1.34902 7.13328 -0.54209
H -1.25908 8.32665 0.75007
H -2.26489 6.89162 0.95984
Cl 2.35234 -3.26047 -0.33587
Ge 0.98871 -1.74312 -0.66561
Cl 2.13131 0.41937 -0.29002
Cl 0.61731 -1.54662 -2.77050
C -8.48371 0.21840 0.40877
C -7.03906 0.09599 0.18765
C -6.24156 1.24509 -0.11802
C -4.91435 1.12966 -0.39259
C -4.07317 2.32330 -0.74664
C -4.34600 -0.18896 -0.33583
Te -2.41986 -0.45363 -1.14417
C -5.08308 -1.36069 0.01664
C -4.45898 -2.72943 0.08927
C -6.41027 -1.19116 0.27259
H -8.84419 1.24110 0.36555
H -8.75731 -0.23890 1.36863
H -9.01691 -0.38740 -0.33927
H -6.71397 2.22005 -0.13906
H -4.62895 3.24864 -0.61442
H -3.76213 2.27722 -1.79603
H -3.17766 2.36873 -0.12163
H -3.36861 -2.69589 0.12335
H -4.74846 -3.32900 -0.77677
H -4.80007 -3.25748 0.97861
H -7.01665 -2.05327 0.53160
*
```

Properties
Orbital gap (alpha / beta) in Eh: 0.2597 / 0.1881
<S²>: 8.810
E in eV: -135480.3831
Relative energy (zero: lowest compared OMol25 entry of this formula, charge and spin) in kJ/mol: 75.1

=====

Below is C27H35FN4OsP2 as an isolated structure in a non-equilibrium geometry, with properties calculated with ωB97M-V/def2-TZVPD.

ORCA input file:
```
! wB97M-V def2-TZVPD RIJCOSX def2/J DEFGRID3
* xyz 2 5
Os 0.45949 -0.60083 -3.93632
C -0.59157 0.51484 -1.63773
C -1.22943 0.33613 -2.89030
C -1.40610 1.53881 -3.85460
C -0.21314 2.15180 -4.60766
C 1.14469 1.49341 -4.42800
C 1.65801 1.09846 -3.12354
C 1.36778 2.02784 -1.91473
C 0.06971 1.75131 -1.18913
C 0.96215 -1.79165 -2.39898
H -0.64279 -0.32302 -0.90134
H -2.10736 -0.34376 -2.89312
H -1.84014 2.38676 -3.29793
H -2.16062 1.23368 -4.59289
H -0.45587 2.14133 -5.70077
H -0.15083 3.22946 -4.32772
H 1.84378 1.71654 -5.27453
H 2.59440 0.54457 -3.03872
H 1.33664 3.07779 -2.27716
H 2.18753 1.95034 -1.17566
H 0.23498 1.65002 -0.10418
H -0.60730 2.61292 -1.29149
H 0.35634 -1.72402 -1.48027
H 1.97697 -1.58438 -2.01965
H 0.97766 -2.85273 -2.67760
P 1.51168 -1.09732 -6.58025
P -2.02614 -0.23318 -6.51791
N 2.89064 -0.16979 -7.13247
N 1.97064 -2.45663 -7.84887
N -2.21508 1.36222 -7.36246
N -3.55610 -0.92744 -7.32289
C 0.39504 -0.36992 -7.81847
C -0.97403 -1.04232 -7.76699
C 4.00915 -0.01393 -6.30459
C 4.88538 0.87216 -6.90879
C 4.33715 1.22807 -8.17849
C 3.12165 0.57031 -8.29674
C 2.21222 -3.74335 -7.39892
C 2.78648 -4.49174 -8.43809
C 2.86795 -3.63607 -9.58110
C 2.36619 -2.39285 -9.18676
C -2.54950 2.58436 -6.71011
C -2.47697 3.60710 -7.64690
C -2.11257 3.01952 -8.89332
C -1.99124 1.65086 -8.70237
C -4.34251 -0.31174 -8.29652
C -5.36472 -1.18024 -8.71084
C -5.16603 -2.40141 -8.02869
C -4.01481 -2.25698 -7.23403
H 0.75130 -0.49276 -8.85773
H 0.36102 0.70765 -7.58979
H -1.45407 -0.96119 -8.75186
H -0.89831 -2.10924 -7.51588
H 4.04321 -0.54152 -5.35736
H 5.79250 1.27319 -6.46679
H 4.75688 1.89853 -8.92325
H 2.39776 0.61363 -9.11067
H 1.95094 -4.02463 -6.38298
H 3.11390 -5.53150 -8.36465
H 3.23053 -3.89099 -10.56425
H 2.26100 -1.49341 -9.76942
H -2.77099 2.62440 -5.64572
H -2.67354 4.66080 -7.44648
H -1.95964 3.52558 -9.82538
H -1.88205 0.87151 -9.42416
H -4.09984 0.68464 -8.65161
H -6.14409 -0.89409 -9.38240
H -5.78592 -3.27224 -8.09422
H -3.47866 -2.96993 -6.62217
F -1.19666 -1.59936 -4.63787
*
```

Properties
Orbital gap (alpha / beta) in Eh: 0.2068 / 0.1665
<S²>: 6.052
E in eV: -58266.0785
Relative energy (zero: lowest compared OMol25 entry of this formula, charge and spin) in kJ/mol: 176.7

=====

Below is C27H35FN4P2Sn as an isolated structure in a non-equilibrium geometry, with properties calculated with ωB97M-V/def2-TZVPD.

ORCA input file:
```
! wB97M-V def2-TZVPD RIJCOSX def2/J DEFGRID3
* xyz 2 1
Sn 0.05989 0.96020 2.62880
C -1.98638 1.81580 -3.83698
C -2.11248 0.52177 -3.52306
C -1.33457 -0.61101 -4.11194
C 0.13555 -0.27910 -4.41942
C 0.82957 0.55462 -3.36252
C 0.90734 1.88902 -3.43321
C 0.30981 2.69690 -4.56251
C -1.14118 2.33184 -4.94892
C 1.23263 1.11509 4.54179
H -2.59620 2.57907 -3.35468
H -2.90300 0.19926 -2.85229
H -1.81036 -0.96672 -5.05848
H -1.39402 -1.44295 -3.38853
H 0.66973 -1.23001 -4.58832
H 0.17192 0.25701 -5.38074
H 1.38581 0.00010 -2.60341
H 1.46345 2.47804 -2.69913
H 0.88136 2.60936 -5.51692
H 0.35390 3.75520 -4.25117
H -1.62857 3.23432 -5.35086
H -1.13988 1.58298 -5.75649
H 0.62243 1.63456 5.29115
H 2.19518 1.61996 4.43992
H 1.40181 0.07227 4.86090
P 1.81942 -0.46056 1.51688
P -1.62369 -0.86321 1.58440
N 2.85927 0.85549 1.05257
N 2.86229 -1.68411 2.11558
N -2.46504 0.42187 0.84258
N -2.91064 -1.82751 2.07432
C 0.88218 -1.12436 0.11073
C -0.55187 -1.73306 0.41803
C 2.75782 2.14636 1.60165
C 3.67452 2.96767 0.97121
C 4.39778 2.15791 0.03611
C 3.88927 0.86566 0.10674
C 3.69039 -1.54771 3.25296
C 4.27203 -2.77369 3.51994
C 3.80444 -3.70229 2.53631
C 2.95361 -3.01903 1.68704
C -2.56573 1.72168 1.39667
C -2.84109 2.60848 0.36814
C -2.93357 1.85241 -0.83568
C -2.67286 0.52533 -0.52845
C -4.06848 -2.12045 1.32484
C -4.88747 -2.92400 2.08033
C -4.24666 -3.14340 3.34706
C -3.04644 -2.45863 3.32653
H 1.49919 -1.92705 -0.33846
H 0.74399 -0.31587 -0.63439
H -1.12213 -1.90130 -0.51939
H -0.42704 -2.74051 0.85585
H 2.06286 2.38677 2.39942
H 3.82096 4.01852 1.16144
H 5.20863 2.50245 -0.58769
H 4.17246 -0.05553 -0.37910
H 3.79785 -0.59303 3.74343
H 4.95908 -2.99785 4.32675
H 4.06435 -4.75388 2.48766
H 2.39781 -3.33710 0.81694
H -2.52936 1.88437 2.46387
H -2.95737 3.68162 0.43334
H -3.13550 2.25883 -1.80547
H -2.60234 -0.37262 -1.12643
H -4.20531 -1.68521 0.34458
H -5.85316 -3.31671 1.78380
H -4.63170 -3.73019 4.16756
H -2.28852 -2.30993 4.06226
F -0.59795 -0.81420 3.67453
*
```

Properties
Orbital gap (alpha / beta) in Eh: 0.1452 / 0.1535
E in eV: -61633.0470
Relative energy (zero: lowest compared OMol25 entry of this formula, charge and spin) in kJ/mol: 0.0

=====

Question: The highest E belongs to which entry?
Answer: C27H35FN4OsP2